Record 1
Formula: C26H51BrN9O3P2SSiTi
Source: the OMol25 dataset
Level of theory: the ωB97M-V functional and the def2-TZVPD basis

Positions of all 95 atoms, in Å:
Ti: 0.3693 -1.1484 0.2267
C: -1.7810 -1.6468 4.0785
C: -1.3455 -1.7192 2.6445
N: -0.0399 -1.8095 2.2931
N: 0.8164 -1.9758 3.3717
C: 2.0209 -2.5732 3.3281
N: 2.6248 -2.6474 4.5652
S: 2.7738 -3.1338 1.9627
C: -2.2879 -1.6496 1.5922
C: -3.6946 -1.7218 1.7644
C: -4.5142 -1.8032 0.6726
C: -3.9648 -1.7782 -0.6220
C: -2.6042 -1.6279 -0.7304
N: -1.7814 -1.5469 0.3211
H: -1.6264 -2.5900 4.6110
H: -2.8320 -1.3915 4.1591
H: -1.2446 -0.8605 4.6213
H: 0.4788 -1.6830 4.2716
H: 2.0349 -2.7700 5.3758
H: 3.4460 -3.2293 4.5646
H: -4.1258 -1.7736 2.7530
H: -5.5837 -1.8981 0.8092
H: -4.5793 -1.8660 -1.5057
H: -2.1256 -1.5642 -1.6975
C: 0.5721 3.4898 2.2851
N: -0.6313 3.4399 1.4675
C: -1.1735 4.7516 1.1263
P: -1.0791 2.1116 0.6324
O: -0.3979 0.8821 1.1123
O: -0.7194 2.3851 -0.9199
P: -0.0537 1.4422 -2.0400
O: 0.1236 0.0524 -1.5338
N: 1.2567 2.3319 -2.4393
C: 2.1009 2.9631 -1.4289
C: 1.9477 2.0365 -3.6947
N: -1.0597 1.4684 -3.3150
C: -1.4812 0.2668 -4.0243
C: -1.3880 2.7315 -3.9661
N: -2.7110 2.1714 0.6036
C: -3.5032 1.6605 -0.5144
C: -3.3878 2.0478 1.8970
H: 0.3503 3.9932 3.2283
H: 1.3729 4.0431 1.7842
H: 0.9184 2.4856 2.4935
H: -1.3626 5.3144 2.0417
H: -2.1085 4.6426 0.5833
H: -0.4689 5.3190 0.5114
H: 1.5102 3.2357 -0.5573
H: 2.5285 3.8744 -1.8499
H: 2.9184 2.3084 -1.1175
H: 1.2662 1.5641 -4.4000
H: 2.7969 1.3693 -3.5353
H: 2.3078 2.9694 -4.1308
H: -1.1258 -0.6135 -3.4993
H: -1.0709 0.2559 -5.0377
H: -2.5711 0.2346 -4.0896
H: -1.1485 3.5703 -3.3162
H: -2.4568 2.7574 -4.1858
H: -0.8403 2.8487 -4.9053
H: -2.9939 1.8427 -1.4579
H: -4.4550 2.1937 -0.5296
H: -3.7044 0.5915 -0.4164
H: -2.7810 2.4934 2.6834
H: -3.5829 1.0006 2.1453
H: -4.3386 2.5801 1.8503
C: 3.4348 1.0546 4.3436
C: 3.4936 0.6524 2.8977
C: 4.6988 0.5543 2.2072
C: 4.7022 0.1449 0.8889
C: 3.4868 -0.1618 0.3025
Br: 3.4669 -0.7487 -1.4915
N: 2.3223 -0.0892 0.9306
C: 2.3439 0.3194 2.2094
H: 4.1446 1.8524 4.5597
H: 3.6809 0.2026 4.9796
H: 2.4376 1.3984 4.6189
H: 5.6314 0.7936 2.7030
H: 5.6174 0.0514 0.3241
H: 1.3760 0.3613 2.6876
C: 1.4003 -5.0594 -2.8826
Si: 0.5613 -3.4018 -2.6364
C: -1.2372 -3.6267 -3.1553
C: 1.3767 -2.2059 -3.8447
C: 0.7309 -2.9015 -0.8543
H: 1.3433 -5.3905 -3.9222
H: 0.9407 -5.8290 -2.2589
H: 2.4557 -4.9995 -2.6062
H: -1.2826 -4.3194 -3.9986
H: -1.7167 -2.7018 -3.4822
H: -1.8398 -4.0516 -2.3499
H: 1.0381 -2.4184 -4.8622
H: 2.4623 -2.3317 -3.8382
H: 1.1517 -1.1626 -3.6162
H: 1.7846 -3.0418 -0.5737
H: 0.1838 -3.6435 -0.2512

Results
- HOMO level (alpha / beta) (eV) = -8.080 / -10.289
- electronic energy (eV) = -177794.5470
- spin multiplicity = 3
- net charge = +1
- Kohn-Sham gap (alpha / beta) (eV) = 6.06 / 7.84
- relative energy (zero: lowest compared OMol25 entry of this formula, charge and spin) (kJ/mol) = 0.0
- lowest unoccupied orbital energy (alpha / beta) (eV) = -2.02 / -2.44

Record 2
Formula: C26H51FN4O7S
Source: the OMol25 dataset
Level of theory: the ωB97M-V functional and the def2-TZVPD basis

Positions of all 90 atoms, in Å:
H: 2.2133 5.0876 -2.7649
N: 1.3016 5.0564 -3.2196
C: 1.1928 3.9694 -3.8182
N: 0.0076 3.6997 -4.5649
N: 2.2938 3.0301 -3.7661
C: 1.9318 1.8021 -3.0204
C: 1.6076 2.1354 -1.5572
C: 1.7366 0.9012 -0.6069
C: 0.6844 -0.1410 -1.0630
C: 0.2935 -1.1960 0.0052
O: 0.6894 -0.7728 1.3474
C: -0.2851 -0.0280 1.9459
N: -1.4252 -0.8014 2.4407
C: -2.1824 -0.1066 3.4454
C: -2.4692 -0.7068 4.8145
O: -2.6188 0.9634 3.1861
C: -1.0760 -2.1672 2.8335
C: -2.0702 -3.2474 2.3965
O: -0.1406 -2.4783 3.4718
S: 0.6017 0.9590 3.2822
O: 0.6540 0.2160 4.4912
O: 1.9106 1.2804 2.8385
F: -0.1539 2.3450 3.4595
C: 0.9348 -2.5837 -0.2015
C: 0.1210 -3.5651 -1.0799
C: -0.7668 -2.9358 -2.1878
C: -2.2511 -2.7206 -1.7187
C: -2.7810 -1.2937 -1.9869
C: -4.0824 -1.0266 -1.1852
C: -4.3319 0.5250 -1.1657
C: -4.2169 1.0601 0.2812
C: -5.0614 2.3549 0.5582
C: -4.1999 3.5811 0.9480
O: 2.3004 -2.4788 -0.6225
C: 3.1704 -2.7556 0.4907
C: 4.6333 -2.4870 0.1379
C: 4.9357 -1.0328 -0.2342
O: 4.5695 -0.1215 0.7803
C: 5.5080 0.9532 0.8916
C: 4.8287 2.2705 1.3247
H: -0.6899 3.2541 -3.9778
H: 0.2238 3.1331 -5.3782
H: 2.6410 2.7933 -4.6920
H: 2.7345 1.0574 -3.0964
H: 1.0163 1.3820 -3.4869
H: 0.5856 2.5435 -1.4723
H: 2.2740 2.9213 -1.1703
H: 1.5781 1.2918 0.4016
H: 2.7648 0.5482 -0.7348
H: -0.1774 0.4239 -1.4501
H: 1.1167 -0.6882 -1.9116
H: -0.8052 -1.2821 0.0137
H: -0.6624 0.7051 1.2113
H: -2.5482 0.1136 5.5328
H: -3.4204 -1.2597 4.8101
H: -1.6887 -1.3819 5.1844
H: -2.6297 -2.9793 1.4939
H: -1.6039 -4.2330 2.3476
H: -2.8163 -3.2958 3.2118
H: 0.9764 -3.0337 0.8047
H: -0.4784 -4.2696 -0.4868
H: 0.8667 -4.1892 -1.5984
H: -0.3452 -2.0417 -2.6593
H: -0.8347 -3.6903 -2.9882
H: -2.2949 -2.9747 -0.6505
H: -2.9008 -3.4293 -2.2517
H: -2.0372 -0.5674 -1.6269
H: -2.9133 -1.1822 -3.0707
H: -4.0009 -1.4164 -0.1621
H: -4.9028 -1.5437 -1.7054
H: -3.5933 1.0077 -1.8181
H: -5.3474 0.7179 -1.5368
H: -4.4988 0.2973 1.0204
H: -3.1641 1.3027 0.5011
H: -5.7387 2.1286 1.3913
H: -5.6508 2.5291 -0.3520
H: -4.3652 4.4512 0.2948
H: -3.1285 3.3448 0.8852
H: -4.3862 3.9417 1.9679
H: 2.9245 -2.1294 1.3615
H: 3.0484 -3.8290 0.7196
H: 4.9767 -3.1429 -0.6756
H: 5.2263 -2.7674 1.0247
H: 4.3694 -0.8093 -1.1601
H: 6.0100 -0.9791 -0.4771
H: 6.2353 0.6409 1.6598
H: 6.0159 1.1435 -0.0652
H: 3.7357 2.2091 1.3534
H: 5.2269 2.6426 2.2760
H: 5.0688 3.0469 0.5802

Results
- HOMO level (eV) = -9.177
- electronic energy (eV) = -61631.6818
- SMILES = [H]/N=C(/N)NCCCC[C@H](O[C@@H](N(C(C)=O)C(C)=O)S(=O)(=O)F)[C@@H](CCCCCCCCC)OCCCOCC
- Kohn-Sham gap (eV) = 9.62
- lowest unoccupied orbital energy (eV) = 0.44

Record 3
Formula: C26H51N2OP2Pt
Source: the OMol25 dataset
Level of theory: the ωB97M-V functional and the def2-TZVPD basis

Positions of all 83 atoms, in Å:
Pt: -0.5190 0.5728 -0.9357
P: -0.4390 -1.3669 -2.0137
P: -0.1610 2.6782 -0.3203
N: 0.9191 1.1148 -2.5906
C: 1.1624 -1.2946 -3.0251
H: 1.8026 -2.1604 -2.7870
H: 0.9182 -1.3587 -4.1005
C: 1.9049 0.0147 -2.7227
H: 2.4509 -0.0588 -1.7679
H: 2.6398 0.2384 -3.5247
C: 1.4750 2.4961 -2.5238
H: 0.8172 3.1428 -3.1292
H: 2.4795 2.5232 -2.9892
C: 1.5185 3.0118 -1.0846
H: 1.8255 4.0727 -1.0562
H: 2.2497 2.4320 -0.4964
C: 0.0085 3.1861 1.4883
C: 0.1874 1.9886 2.4360
H: 1.2156 1.5896 2.4169
H: -0.5138 1.1747 2.1839
H: -0.0285 2.3053 3.4730
C: -1.2522 4.0233 -1.0587
C: -2.6990 3.8400 -0.5724
H: -3.3995 3.9110 -1.4242
H: -2.9797 4.6238 0.1541
H: -2.8295 2.8551 -0.0943
C: -1.7101 -1.8151 -3.3317
C: -2.9224 -2.5020 -2.6851
H: -3.8302 -2.4315 -3.3125
H: -3.1337 -2.0357 -1.7050
H: -2.7147 -3.5763 -2.5300
C: -0.1632 -2.9449 -1.0218
C: -1.2482 -3.1725 0.0428
H: -0.8713 -3.8697 0.8133
H: -2.1656 -3.6080 -0.3872
H: -1.5218 -2.2278 0.5365
C: -1.9811 0.2571 -0.0075
C: -0.7553 5.4632 -0.8717
H: 0.0648 5.5176 -0.1329
H: -0.3926 5.9090 -1.8141
H: -1.5759 6.1021 -0.4960
C: -1.0693 -2.7338 -4.3847
H: -1.7499 -3.5649 -4.6383
H: -0.8589 -2.1647 -5.3088
H: -0.1184 -3.1664 -4.0330
C: 0.0845 -4.1933 -1.8811
H: 0.3056 -5.0616 -1.2337
H: -0.8044 -4.4500 -2.4839
H: 0.9379 -4.0652 -2.5711
C: -1.2083 4.0325 1.9031
H: -2.1626 3.5087 1.7347
H: -1.1551 4.2834 2.9754
H: -1.2227 4.9751 1.3251
H: 0.9172 3.8157 1.5436
H: 0.7713 -2.6920 -0.4834
H: -1.2319 3.7655 -2.1352
H: -2.0377 -0.8719 -3.8097
O: -2.9969 0.0804 0.5608
H: 0.2787 1.0706 -3.3889
H: -1.6513 1.1789 -2.0159
C: 1.8974 -1.9987 4.5825
N: 0.4233 -1.8472 4.3611
C: -0.0369 -1.0097 5.5043
C: -0.0383 -1.1769 3.0726
C: 0.6310 -1.4666 1.6891
C: 1.5106 -2.5374 1.8486
C: 2.8101 -2.4621 1.3972
C: 3.2400 -1.2847 0.8176
C: 2.3328 -0.2696 0.5007
C: 0.9443 -0.3844 0.7168
H: 2.4644 -1.1074 4.2311
H: 2.3198 -2.9202 4.1439
H: 2.1466 -2.1696 5.6545
H: -0.0356 -2.7837 4.4496
H: 0.5233 -0.0398 5.5375
H: -1.1181 -0.7774 5.4424
H: 0.1512 -1.5159 6.4781
H: -1.1454 -1.1335 3.0037
H: 0.3520 -0.2002 3.2713
H: 1.2305 -3.3887 2.4563
H: 3.4956 -3.2746 1.5839
H: 4.2820 -1.1778 0.5488
H: 2.7615 0.5571 0.0037

Results
- HOMO level (alpha / beta) (eV) = -6.586 / -9.414
- electronic energy (eV) = -54629.0002
- spin multiplicity = 3
- net charge = +1
- Kohn-Sham gap (alpha / beta) (eV) = 4.41 / 7.21
- lowest unoccupied orbital energy (alpha / beta) (eV) = -2.18 / -2.20

Question: Among the records above, which one has the lowest electronic energy?
Answer: C26H51BrN9O3P2SSiTi